DFT (ωB97M-V/def2-TZVPD) results for the molecule C4H6O2.

Results
Gap between HOMO and LUMO: 9.39 eV
Lowest unoccupied orbital energy: 0.8 eV
Highest occupied orbital energy: -8.60 eV
Energy: -306.313988 Ha

Positions of all 12 atoms, in Å:
1 O -1.097 1.230 1.287
2 C -1.629 0.359 0.637
3 C -0.877 -0.491 -0.360
4 C 0.255 0.251 -1.082
5 C 1.691 0.117 0.032
6 O 1.381 -0.603 -1.135
7 H -2.706 0.128 0.774
8 H -1.559 -0.793 -1.167
9 H -0.566 -1.424 0.141
10 H 0.938 1.036 -0.046
11 H 2.668 0.603 -0.046
12 H 1.502 -0.413 0.966

Atoms 1-3, force components in eV/Å:
-0.288 -0.399 -0.308
0.207 0.294 0.216
0.051 0.077 -0.055